The following is a DFT calculation (ωB97M-V with the def2-TZVPD basis set) of C45H52AsDyNOS6Si as an isolated structure at a distorted geometry.

HOMO energy (spin up / spin down) in eV: -9.5 / -9.5
<S²>: 9.332
Energy relative to the best compared isomer or geometry (same formula, charge and spin) in kJ/mol: 187.7
Frontier orbital gap (spin up / spin down) in eV: 7.12 / 7.06
E_tot in eV: -208849.797
E_LUMO (spin up / spin down) in eV: -2.380 / -2.431

The geometry in ORCA input format:
```
! wB97M-V def2-TZVPD RIJCOSX def2/J DEFGRID3
* xyz 1 6
Dy 0.76 -2.32 1.16
C -0.52 -0.91 -0.31
Si -1.53 -2.45 -0.92
C -1.43 -4.04 0.19
N -0.31 -4.37 1.09
C 0.85 -4.97 0.35
C 1.88 -5.40 1.34
C 1.37 -6.53 2.33
C -0.12 -6.53 2.42
C -0.74 -5.11 2.31
C -0.94 -2.93 -2.67
C -1.44 -4.15 -3.24
C -0.93 -4.67 -4.41
C 0.17 -4.03 -4.98
C 0.53 -2.69 -4.62
C -0.03 -2.14 -3.42
C -3.25 -1.93 -0.90
C -3.82 -1.44 -2.08
C -5.14 -0.96 -2.09
C -5.82 -0.75 -0.90
C -5.22 -1.18 0.29
C -4.01 -1.87 0.29
H -1.23 -0.21 0.15
H -0.10 -0.40 -1.19
H -1.56 -4.84 -0.52
H -2.34 -4.02 0.78
H 1.29 -4.12 -0.29
H 0.43 -5.73 -0.34
H 2.16 -4.51 1.91
H 2.80 -5.69 0.84
H 1.76 -6.29 3.35
H 1.76 -7.51 2.12
H -0.47 -6.98 3.41
H -0.52 -7.26 1.67
H -0.46 -4.59 3.26
H -1.84 -5.13 2.33
H -2.28 -4.65 -2.79
H -1.28 -5.60 -4.82
H 0.66 -4.50 -5.87
H 1.17 -2.18 -5.33
H 0.19 -1.09 -3.21
H -3.28 -1.40 -3.00
H -5.53 -0.66 -3.03
H -6.84 -0.40 -0.80
H -5.75 -1.01 1.25
H -3.63 -2.33 1.17
C 3.26 1.26 5.01
S 3.98 -0.16 4.05
C 3.13 -1.48 4.77
C 1.80 -1.88 4.48
S 0.63 -1.00 3.59
S 1.35 -3.36 5.23
C 2.87 -3.73 5.99
S 3.21 -5.12 6.79
S 4.04 -2.42 5.82
H 3.98 2.07 4.77
H 3.24 0.98 6.14
H 2.28 1.30 4.59
C 1.64 7.04 -3.42
C 1.77 5.63 -3.52
C 1.14 4.81 -2.61
C 0.25 5.35 -1.71
C 0.14 6.79 -1.57
C 0.86 7.59 -2.42
As -0.58 4.21 -0.40
C -2.40 4.54 -1.13
C -3.34 3.64 -0.61
C -4.70 4.02 -0.65
C -5.12 5.23 -1.25
C -4.13 6.10 -1.75
C -2.82 5.63 -1.88
C -0.74 5.47 1.13
C -1.96 5.81 1.77
C -1.93 6.60 2.91
C -0.77 7.02 3.49
C 0.45 6.57 2.94
C 0.45 5.87 1.71
H 2.15 7.66 -4.11
H 2.39 5.27 -4.32
H 1.28 3.74 -2.60
H -0.53 7.07 -0.69
H 0.78 8.65 -2.38
H -3.03 2.68 -0.14
H -5.39 3.42 -0.04
H -6.19 5.36 -1.28
H -4.40 7.08 -2.12
H -2.20 6.12 -2.62
H -2.88 5.38 1.37
H -2.88 6.94 3.28
H -0.78 7.53 4.44
H 1.34 6.77 3.56
H 1.35 5.65 1.19
C 2.99 0.48 -0.99
C 4.25 -0.09 -0.33
S 4.28 -1.78 0.32
O 2.74 -2.10 0.53
C 4.63 -2.81 -1.10
C 3.76 -2.75 -2.36
H 2.61 1.30 -0.37
H 2.23 -0.28 -1.13
H 3.24 0.84 -2.00
H 4.52 0.52 0.56
H 5.15 0.01 -1.03
H 4.64 -3.84 -0.68
H 5.70 -2.63 -1.37
H 2.70 -2.91 -2.16
H 4.21 -3.50 -3.09
H 3.91 -1.75 -2.88
*
```

---

The following is a DFT calculation (ωB97M-V with the def2-TZVPD basis set) of C5H12NOS as an isolated structure at a distorted geometry.

HOMO energy (spin up / spin down) in eV: -18.9 / -16.7
<S²>: 1.676
Energy relative to the best compared isomer or geometry (same formula, charge and spin) in kJ/mol: 879.4
Frontier orbital gap (spin up / spin down) in eV: 8.56 / 4.66
E_tot in eV: -19723.336
E_LUMO (spin up / spin down) in eV: -10.298 / -11.990

The geometry in ORCA input format:
```
! wB97M-V def2-TZVPD RIJCOSX def2/J DEFGRID3
* xyz 2 2
O 3.09 -0.81 -1.27
C 2.86 0.49 -1.70
C 1.33 0.46 0.69
C 0.07 0.04 0.03
C -0.03 1.03 1.25
S -2.91 0.52 0.18
C -4.28 -0.69 -0.31
N 1.83 -0.53 1.74
H 2.37 0.55 -2.68
H 2.21 -0.14 -0.80
H -0.22 -1.04 0.00
H -0.16 0.65 -0.87
H -0.40 1.99 0.86
H -0.58 0.57 2.09
H -3.96 -1.72 -0.54
H -4.84 -0.27 -1.22
H -5.02 -0.80 0.43
H 2.36 -1.28 1.20
H 3.80 1.06 -1.50
H 2.49 -0.10 2.41
*
```

---

The following is a DFT calculation (ωB97M-V with the def2-TZVPD basis set) of C34H38N5O5P2S4Tl as an isolated structure at a distorted geometry.

HOMO energy in eV: -7.6
Energy relative to the best compared isomer or geometry (same formula, charge and spin) in kJ/mol: 151.1
Frontier orbital gap in eV: 7.00
E_tot in eV: -120174.875
E_LUMO in eV: -0.573

The geometry in ORCA input format:
```
! wB97M-V def2-TZVPD RIJCOSX def2/J DEFGRID3
* xyz 0 1
Tl 0.56 0.64 -0.34
C 6.33 -3.52 3.30
C 5.05 -3.26 2.56
C 4.93 -3.50 1.20
C 3.73 -3.27 0.53
C 2.64 -2.82 1.24
C 2.73 -2.59 2.60
C 3.93 -2.80 3.25
S 1.04 -2.59 0.49
O 0.62 -3.88 -0.02
O 0.16 -2.04 1.49
N 1.07 -1.53 -0.75
C 1.52 -1.84 -2.00
C 2.00 -3.08 -2.41
C 2.41 -3.32 -3.73
C 2.36 -2.34 -4.68
C 1.87 -1.07 -4.34
C 1.74 -0.03 -5.28
C 1.29 1.20 -4.89
C 0.93 1.39 -3.55
N 0.99 0.42 -2.67
C 1.46 -0.81 -3.00
H 7.09 -3.94 2.65
H 6.14 -4.23 4.11
H 6.70 -2.60 3.74
H 5.78 -3.87 0.64
H 3.67 -3.44 -0.53
H 1.85 -2.24 3.12
H 4.01 -2.60 4.31
H 1.99 -3.89 -1.70
H 2.77 -4.31 -3.99
H 2.67 -2.53 -5.70
H 1.99 -0.23 -6.31
H 1.20 2.02 -5.59
H 0.58 2.34 -3.18
C -5.33 0.85 -1.92
P -3.60 1.51 -1.86
C -3.08 1.09 -3.58
C -3.94 3.30 -2.17
C -2.60 4.05 -2.37
P -1.17 3.33 -1.38
C -1.77 3.75 0.30
C 0.01 4.73 -1.60
H -5.91 1.27 -2.74
H -5.83 1.07 -0.98
H -5.29 -0.24 -2.03
H -3.81 1.46 -4.31
H -2.98 0.01 -3.69
H -2.11 1.54 -3.77
H -4.46 3.69 -1.29
H -4.59 3.42 -3.04
H -2.71 5.10 -2.07
H -2.33 4.03 -3.42
H -2.33 4.69 0.29
H -0.91 3.84 0.95
H -2.41 2.95 0.67
H -0.41 5.66 -1.21
H 0.24 4.87 -2.66
H 0.93 4.49 -1.07
N -2.15 0.01 3.24
C -1.67 0.67 4.39
C -2.20 0.35 5.63
C -1.77 1.01 6.77
C -0.78 1.98 6.68
C -0.22 2.27 5.44
C -0.68 1.64 4.30
S 0.06 2.06 2.74
N -0.73 1.02 1.69
C -1.62 0.16 1.99
C -2.10 -0.77 0.93
C -2.97 -1.83 1.19
C -3.14 -2.81 0.23
C -2.49 -2.69 -0.98
C -1.75 -1.54 -1.20
N -1.58 -0.60 -0.28
H -2.70 -0.81 3.42
H -2.95 -0.43 5.71
H -2.21 0.77 7.73
H -0.45 2.50 7.56
H 0.57 3.01 5.36
H -3.49 -1.92 2.13
H -3.76 -3.67 0.44
H -2.55 -3.46 -1.74
H -1.27 -1.36 -2.16
O 2.09 0.01 1.46
S 3.17 0.66 0.68
O 4.34 0.97 1.45
O 3.39 0.05 -0.61
S 2.17 2.45 0.16
*
```

---

The following is a DFT calculation (ωB97M-V with the def2-TZVPD basis set) of C18H20ClF6N2O5PV as an isolated structure.

HOMO energy (spin up / spin down) in eV: -15.6 / -15.6
<S²>: 0.764
Energy relative to the best compared isomer or geometry (same formula, charge and spin) in kJ/mol: 14.9
Frontier orbital gap (spin up / spin down) in eV: 6.61 / 7.37
E_tot in eV: -95995.283
E_LUMO (spin up / spin down) in eV: -8.940 / -8.182

The geometry in ORCA input format:
```
! wB97M-V def2-TZVPD RIJCOSX def2/J DEFGRID3
* xyz 2 2
V -0.29 0.06 0.31
C 0.38 -1.06 3.61
C 0.73 -1.64 2.28
C -0.29 -1.97 1.34
C 0.02 -2.71 0.17
C 1.33 -3.04 -0.11
C 2.34 -2.64 0.77
C 2.05 -1.95 1.94
H -0.60 -0.60 3.61
H 1.13 -0.34 3.94
H 0.36 -1.87 4.35
H -1.32 -1.92 1.67
H -0.78 -3.01 -0.49
H 1.58 -3.60 -1.00
H 3.37 -2.89 0.55
H 2.84 -1.69 2.63
O 1.38 0.91 -2.78
Cl 1.33 1.26 -1.43
O 2.36 2.09 -0.96
O 1.36 -0.06 -0.57
O 0.00 1.73 -1.00
F -1.38 -0.49 -0.92
P -3.80 0.11 0.45
F -2.32 0.34 1.25
F -4.58 0.67 1.62
F -4.95 -0.21 -0.53
F -3.55 -1.40 0.71
F -3.34 1.29 -0.44
C 0.16 5.71 3.01
N 0.69 4.39 2.68
N -0.11 3.40 2.21
C 0.65 2.31 2.05
O 0.13 1.18 1.60
C 1.94 2.58 2.45
C 1.94 3.92 2.84
C 3.06 4.75 3.35
C -1.50 3.62 1.88
C -2.46 3.36 2.85
C -3.79 3.62 2.54
C -4.13 4.13 1.30
C -3.15 4.37 0.34
C -1.82 4.12 0.63
H -0.39 6.10 2.16
H 1.00 6.36 3.22
H -0.49 5.65 3.88
H 2.78 1.91 2.44
H 3.97 4.15 3.39
H 2.84 5.12 4.36
H 3.24 5.61 2.70
H -2.17 2.98 3.82
H -4.56 3.43 3.28
H -5.17 4.34 1.07
H -3.43 4.77 -0.63
H -1.04 4.30 -0.10
*
```

---

The following is a DFT calculation (ωB97M-V with the def2-TZVPD basis set) of a 2-piece molecular cluster, C6H5NO3S overall at a distorted geometry.

HOMO energy in eV: -9.2
Energy relative to the best compared isomer or geometry (same formula, charge and spin) in kJ/mol: 320.7
Frontier orbital gap in eV: 8.55
E_tot in eV: -24766.026
E_LUMO in eV: -0.675

The geometry in ORCA input format:
```
! wB97M-V def2-TZVPD RIJCOSX def2/J DEFGRID3
* xyz 0 1
C 1.12 -0.89 -1.43
C 1.37 -0.80 -0.10
C 0.14 -0.10 -2.19
C -1.04 0.91 1.63
C 0.09 -0.05 2.06
C -0.75 0.50 0.23
N 0.46 -0.10 0.65
O -0.15 -0.29 -3.36
O -1.75 1.65 2.22
O -1.97 1.55 -1.97
S -0.63 1.46 -1.38
H 1.85 -1.31 -2.17
H 2.24 -1.25 0.33
H 0.93 0.31 2.73
H -0.09 -1.08 2.46
H -1.84 -0.52 0.28
*
```

---

The following is a DFT calculation (ωB97M-V with the def2-TZVPD basis set) of C20H40MgN6S as an isolated structure.

HOMO energy in eV: -13.3
Energy relative to the best compared isomer or geometry (same formula, charge and spin) in kJ/mol: 57.1
Frontier orbital gap in eV: 7.87
E_tot in eV: -46597.545
E_LUMO in eV: -5.422

The geometry in ORCA input format:
```
! wB97M-V def2-TZVPD RIJCOSX def2/J DEFGRID3
* xyz 2 1
Mg -0.25 0.93 0.67
N 0.37 -2.35 1.13
C 1.64 -2.51 1.95
C 2.81 -2.03 1.11
C 2.84 -0.51 0.93
N 1.74 -0.01 0.04
C 2.79 0.20 2.29
C 1.63 -0.24 3.18
N 0.33 0.30 2.71
C 1.56 -1.77 3.27
H 0.32 -3.06 0.40
H 0.41 -1.44 0.66
H -0.48 -2.41 1.69
H 1.71 -3.59 2.14
H 2.84 -2.55 0.14
H 3.72 -2.32 1.64
H 3.79 -0.28 0.45
H 1.90 -0.32 -0.91
H 1.91 1.01 -0.01
H 2.80 1.28 2.16
H 3.72 -0.05 2.82
H 1.82 0.12 4.20
H 0.33 1.31 2.87
H -0.42 -0.02 3.32
H 0.68 -2.09 3.84
H 2.42 -2.11 3.85
C -5.19 -0.64 0.87
N -3.76 -0.75 1.11
C -3.30 0.23 2.06
C -2.95 -0.83 -0.10
C -2.78 0.41 -0.96
C -3.78 0.72 -1.88
C -3.66 1.83 -2.70
C -2.53 2.62 -2.62
C -1.53 2.31 -1.71
C -1.63 1.21 -0.84
H -5.73 -0.85 1.79
H -5.48 -1.38 0.12
H -5.49 0.36 0.51
H -3.90 0.18 2.97
H -3.33 1.26 1.70
H -2.27 -0.01 2.37
H -3.38 -1.64 -0.69
H -1.94 -1.17 0.20
H -4.65 0.08 -1.97
H -4.44 2.05 -3.42
H -2.42 3.47 -3.29
H -0.65 2.94 -1.68
C -1.99 4.07 1.26
N -1.03 4.69 0.36
C -1.64 5.45 -0.73
C 0.28 4.44 0.41
S 0.95 3.03 1.23
N 1.14 5.31 -0.13
C 0.89 6.76 -0.10
C 2.53 4.96 -0.41
H -2.78 4.80 1.44
H -1.52 3.82 2.20
H -2.42 3.19 0.78
H -2.48 4.86 -1.09
H -0.93 5.59 -1.54
H -2.01 6.42 -0.39
H 0.03 6.99 0.52
H 0.74 7.16 -1.10
H 1.77 7.23 0.34
H 2.59 3.93 -0.76
H 3.15 5.09 0.47
H 2.88 5.62 -1.20
*
```

---

The following is a DFT calculation (ωB97M-V with the def2-TZVPD basis set) of a 2-piece molecular cluster, CH3N5O2 overall at a distorted geometry.

HOMO energy (spin up / spin down) in eV: -11.1 / -9.8
Energy relative to the best compared isomer or geometry (same formula, charge and spin) in kJ/mol: 446.9
Frontier orbital gap (spin up / spin down) in eV: 9.13 / 8.72
E_tot in eV: -12622.387
E_LUMO (spin up / spin down) in eV: -1.962 / -1.035

The geometry in ORCA input format:
```
! wB97M-V def2-TZVPD RIJCOSX def2/J DEFGRID3
* xyz 0 1
C 2.41 -1.31 0.07
N 3.13 -1.92 0.73
N -0.79 -0.21 0.52
N 1.62 -0.64 -0.73
N 1.10 0.55 -0.76
N 1.82 1.52 -0.02
O 1.13 2.44 0.28
O 3.02 1.38 0.10
H -1.66 -0.07 -0.01
H -0.88 0.34 1.43
H 1.26 -1.23 -1.39
*
```

---

The following is a DFT calculation (ωB97M-V with the def2-TZVPD basis set) of C17H25CeCl2F3N8 as an isolated structure.

HOMO energy (spin up / spin down) in eV: -17.5 / -17.5
<S²>: 0.751
Energy relative to the best compared isomer or geometry (same formula, charge and spin) in kJ/mol: 5.7
Frontier orbital gap (spin up / spin down) in eV: 8.64 / 8.70
E_tot in eV: -76062.258
E_LUMO (spin up / spin down) in eV: -8.827 / -8.773

The geometry in ORCA input format:
```
! wB97M-V def2-TZVPD RIJCOSX def2/J DEFGRID3
* xyz 3 2
Ce -0.21 -0.38 -0.22
N -2.84 -0.24 0.25
C -3.23 0.93 1.10
C -2.13 1.27 2.08
N -0.85 1.60 1.39
C -0.84 2.95 0.77
C -1.06 2.92 -0.73
N -0.06 2.01 -1.36
H -3.05 -1.08 0.79
H -3.48 -0.29 -0.53
H -3.45 1.77 0.44
H -4.15 0.72 1.66
H -2.47 2.11 2.69
H -1.95 0.42 2.74
H -0.15 1.61 2.12
H -1.58 3.60 1.23
H 0.14 3.40 0.96
H -2.05 2.55 -0.99
H -0.97 3.94 -1.12
H -0.18 2.04 -2.37
H 0.87 2.41 -1.22
N 2.47 -0.95 3.52
C 3.26 0.08 3.07
C 2.71 0.50 1.90
N 1.60 -0.27 1.62
C 1.48 -1.13 2.62
C 0.38 -2.09 2.66
N -0.57 -2.06 1.74
C -1.44 -3.08 2.06
C -1.01 -3.72 3.18
N 0.15 -3.07 3.55
H 2.62 -1.45 4.38
H 4.13 0.42 3.62
H 3.06 1.28 1.25
H -2.31 -3.32 1.47
H -1.40 -4.56 3.72
H 0.71 -3.32 4.35
F 5.34 0.94 -5.02
C 5.28 -0.27 -4.46
F 6.42 -0.49 -3.81
F 5.15 -1.18 -5.42
C 4.09 -0.34 -3.52
C 2.83 -0.01 -4.00
C 1.76 -0.09 -3.14
N 1.87 -0.46 -1.85
C 3.10 -0.79 -1.41
C 4.23 -0.74 -2.20
H 2.68 0.30 -5.03
H 0.76 0.15 -3.50
H 3.17 -1.11 -0.38
H 5.19 -1.01 -1.80
Cl -1.70 -1.03 -2.72
C -1.20 -2.74 -2.78
Cl -0.22 -3.10 -1.33
H -0.59 -2.90 -3.66
H -2.08 -3.36 -2.77
*
```

---

The following is a DFT calculation (ωB97M-V with the def2-TZVPD basis set) of C9H12O3STl as an isolated structure at a distorted geometry.

HOMO energy in eV: -22.1
Energy relative to the best compared isomer or geometry (same formula, charge and spin) in kJ/mol: 0.0
Frontier orbital gap in eV: 5.88
E_tot in eV: -31163.398
E_LUMO in eV: -16.232

The geometry in ORCA input format:
```
! wB97M-V def2-TZVPD RIJCOSX def2/J DEFGRID3
* xyz 3 1
C -1.44 1.56 -2.68
C -0.82 1.08 -1.32
C -0.01 -0.11 -1.62
C 1.14 -0.68 -0.32
C 2.38 0.20 -0.57
C 0.51 -0.59 0.93
C -0.12 -1.63 1.72
S -0.29 -3.23 1.40
C -0.61 -0.95 3.01
O -1.32 -1.53 3.77
O -0.16 0.31 3.07
C 0.40 0.65 1.76
O 0.68 1.75 1.49
H -1.35 0.81 -3.47
H -0.97 2.48 -3.00
H -2.49 1.77 -2.48
H -0.21 1.90 -0.91
H -1.60 0.85 -0.58
H 0.66 0.05 -2.47
H -0.61 -1.02 -1.77
H 1.36 -1.73 -0.51
H 2.71 0.04 -1.59
H 2.20 1.27 -0.45
H 3.18 -0.16 0.10
H -0.30 -3.65 2.70
Tl -2.93 0.56 3.79
*
```

---

The following is a DFT calculation (ωB97M-V with the def2-TZVPD basis set) of one molecule with the formula C3H5IO3 at a distorted geometry.

HOMO energy in eV: -9.0
Energy relative to the best compared isomer or geometry (same formula, charge and spin) in kJ/mol: 84.9
Frontier orbital gap in eV: 9.38
E_tot in eV: -17433.608
E_LUMO in eV: 0.340
SMILES: COC(=O)[C@H](O)I

The geometry in ORCA input format:
```
! wB97M-V def2-TZVPD RIJCOSX def2/J DEFGRID3
* xyz 0 1
C 0.46 -1.08 -0.14
C -1.69 -0.05 0.09
C 2.04 -0.91 0.36
O 0.13 -1.95 -0.91
O 2.66 -0.17 -0.60
O -0.17 -0.07 0.32
I 2.59 -3.13 0.52
H -1.90 1.00 -0.38
H -2.06 0.07 1.16
H -2.18 -0.97 -0.33
H 2.22 -0.51 1.45
H 3.57 0.10 -0.32
*
```

---

The following is a DFT calculation (ωB97M-V with the def2-TZVPD basis set) of an isolated ion of composition C3H10N and charge +1 at a distorted geometry.

HOMO energy in eV: -16.4
Energy relative to the best compared isomer or geometry (same formula, charge and spin) in kJ/mol: 31.7
Frontier orbital gap in eV: 12.51
E_tot in eV: -4756.536
E_LUMO in eV: -3.870
SMILES: CCC[NH3+]

The geometry in ORCA input format:
```
! wB97M-V def2-TZVPD RIJCOSX def2/J DEFGRID3
* xyz 1 1
C 0.75 -0.01 -0.04
C -0.76 0.03 -0.21
C -1.21 1.46 -0.52
N 1.11 -1.34 0.65
H 1.14 0.79 0.59
H 1.29 -0.13 -0.96
H -0.98 -0.55 -1.09
H -1.24 -0.38 0.68
H -0.38 1.96 -1.03
H -1.40 2.05 0.38
H -2.06 1.54 -1.19
H 0.75 -1.36 1.60
H 2.11 -1.54 0.70
H 0.69 -2.15 0.18
*
```